Below is a structure of composition C11H3Cl3DyF5N2O4 at a distorted geometry, with properties calculated with ωB97M-V/def2-TZVPD.

Each line ends with the Löwdin spin population.
Element x y z (Å)
Dy -0.7547 -2.1580 -0.2524  5.047
O 4.4399 2.7448 0.0932  0.000
C 3.2530 3.0072 -0.1924  0.000
O 2.6764 4.0671 -0.5036  0.000
C 2.3293 1.8135 -0.0740  0.000
C 2.8343 0.5074 -0.1107  0.000
C 1.9624 -0.5326 -0.0556  0.000
N 0.6150 -0.3621 0.0455  -0.012
C 0.1378 0.9051 0.1008  0.000
C 0.9482 1.9918 0.0383  0.000
C -2.3021 0.2733 -0.1027  -0.003
O -3.2641 0.9720 0.3820  0.001
O -2.3462 -0.9594 -0.5888  -0.005
H 3.9066 0.3707 -0.1633  0.000
H 2.3100 -1.5600 -0.0756  0.000
H 0.5547 3.0012 0.0409  0.000
Cl -1.3350 4.4671 0.6407  0.000
C -2.4944 3.2419 0.1393  0.000
Cl -2.3739 3.0738 -1.6732  0.000
Cl -4.1455 3.7627 0.5228  0.000
C -2.2440 1.9665 0.8832  0.002
N -1.2751 1.0452 0.2066  0.001
F -2.2007 -3.8069 0.3421  -0.008
C -1.2162 -4.4208 -0.6257  -0.003
F -1.6576 -5.6112 -0.9217  0.001
C 0.0853 -4.5325 0.2836  -0.003
F 1.0735 -3.8798 -0.4234  -0.009
F -0.0272 -3.6875 1.4002  -0.009
F 0.5103 -5.7007 0.6437  0.000

- Relative energy (zero: lowest compared OMol25 entry of this formula, charge and spin): 65.7 kcal/mol
- HOMO-LUMO gap (alpha / beta): 5.897 / 5.851 eV
- HOMO energy (alpha / beta): -0.306 / -0.306 Ha
- Multiplicity: 6
- Energy: -97859.4155 eV
- Charge: 0
- Largest force on an atom: 2.1 eV/Å
- Expectation value of S²: 9.353

Below is a structure of composition C11H3ClN5O11OsS3, with properties calculated with ωB97M-V/def2-TZVPD.

Each line ends with the Löwdin spin population.
Element x y z (Å)
Os -0.2181 0.5833 0.9352  2.706
S 1.6718 0.4046 -0.7559  0.311
C 2.3649 1.9258 -0.4210  0.069
C 3.7544 2.0945 -0.7788  0.011
N 4.8602 2.2271 -1.0619  0.019
C 1.6935 2.9701 0.1455  0.046
S 0.0258 2.8746 0.5929  0.273
C 2.3310 4.2397 0.3637  0.004
N 2.8328 5.2625 0.5221  0.004
O -2.5639 1.4404 1.4051  0.097
C -2.8100 0.7298 0.4288  0.015
O -1.8673 0.2521 -0.3143  0.044
C -4.2183 0.3508 0.1148  0.001
C -4.4919 -0.4984 -0.9490  0.001
C -5.8077 -0.8348 -1.1964  0.000
C -6.8579 -0.3678 -0.4349  0.001
C -6.5380 0.4728 0.6112  0.000
C -5.2439 0.8454 0.9088  0.001
N -7.6445 0.9999 1.4482  0.000
O -8.7705 0.6451 1.1687  0.000
O -7.3523 1.7682 2.3372  0.000
N -6.1182 -1.7365 -2.3339  0.000
O -7.2839 -2.0228 -2.5132  0.000
O -5.1885 -2.1297 -3.0013  0.000
H -3.6921 -0.8870 -1.5623  0.000
H -7.8785 -0.6454 -0.6467  0.000
H -5.0224 1.5013 1.7376  0.000
O -1.0586 -3.5239 1.6746  0.014
Cl -0.3397 -2.3164 1.9113  0.003
O 0.4931 -2.4136 3.0654  0.005
O -1.2969 -1.1733 2.0848  0.045
O 0.4414 -1.9141 0.7384  0.057
O 0.3354 0.4983 4.8005  0.085
S 1.3630 0.3965 3.7855  0.080
N 1.0536 0.6895 2.3594  0.108

- HOMO-LUMO gap (alpha / beta): 6.232 / 6.018 eV
- HOMO energy (alpha / beta): -0.206 / -0.230 Ha
- Multiplicity: 5
- Energy: -88911.9954 eV
- Charge: -1
- Largest force on an atom: 0.4 eV/Å
- Expectation value of S²: 6.031

Below is a cluster of 9 separate species, C11H40N17O11PS in total, with properties calculated with ωB97M-V/def2-TZVPD.

Each line ends with the Mulliken charge.
Element x y z (Å)
C -2.4719 3.8341 -3.0413  -0.941
C -2.2676 2.3838 -3.4441  -0.054
O -3.0584 1.4275 -2.7255  -0.339
O -2.6492 1.5451 -1.3465  -0.194
C -1.7987 0.5207 -1.0294  0.395
O -1.8417 -0.5675 -1.5196  -0.660
N -0.9418 0.9016 0.0136  -0.113
P 0.5361 1.6753 -0.2898  0.328
S 0.7150 3.5855 -0.0990  -0.358
H -2.2929 3.9971 -1.9707  0.332
H -1.7315 4.4394 -3.5850  0.332
H -3.4657 4.1941 -3.3341  0.168
H -2.5669 2.2187 -4.4910  0.377
H -1.2036 2.1024 -3.3624  0.128
H -1.4829 1.3922 0.7410  0.537
H 0.8750 1.1500 -1.5408  0.118
H 1.3256 0.9528 0.6034  -0.074
N -0.4524 -3.2631 -0.7756  -0.246
C 0.7086 -3.0959 -0.0611  0.412
N 0.9910 -1.7903 0.2364  -0.234
O 1.4356 -4.0196 0.2495  -0.682
H -1.0167 -2.4858 -1.0787  0.264
H -0.6919 -4.2000 -1.0440  0.177
H 1.8558 -1.5850 0.7001  0.040
H 0.3623 -1.0465 -0.0091  0.280
N -3.8911 -3.3052 -0.1535  -0.207
C -4.3636 -4.2597 0.7050  0.620
N -5.6970 -4.1537 1.0130  -0.399
O -3.6636 -5.1419 1.1644  -0.647
H -4.4634 -2.5771 -0.5367  0.141
H -2.9204 -3.3431 -0.4079  0.174
H -6.0829 -4.8501 1.6228  0.224
H -6.2958 -3.4400 0.6450  0.154
N -5.0493 1.2658 0.7884  -0.319
C -4.2201 1.2543 1.8650  0.600
N -4.7847 0.9832 3.0760  -0.500
O -3.0179 1.4598 1.7644  -0.740
H -6.0366 1.1057 0.8544  0.167
H -4.6410 1.4743 -0.1077  0.223
H -4.1827 1.0245 3.8793  0.250
H -5.7643 0.8119 3.2134  0.141
N -5.5811 4.2631 -6.0720  -0.383
C -4.4195 4.9515 -6.2989  0.669
N -4.5769 6.2439 -6.7177  -0.412
O -3.3222 4.4496 -6.1357  -0.597
H -6.4926 4.6593 -6.1986  0.159
H -5.4977 3.3119 -5.7654  0.216
H -3.7423 6.7731 -6.8889  0.221
H -5.4700 6.6761 -6.8565  0.156
N 4.3774 -0.0016 0.5008  -0.375
C 4.1934 0.5682 -0.7339  0.526
N 4.9638 0.0530 -1.7251  -0.302
O 3.4081 1.4908 -0.9056  -0.682
H 5.0387 -0.7421 0.6627  0.191
H 3.8554 0.3829 1.2672  0.227
H 4.8635 0.4499 -2.6407  0.214
H 5.6544 -0.6574 -1.5565  0.187
N 9.2263 0.6166 0.2934  -0.462
C 7.8715 0.4644 0.3814  0.710
N 7.1628 1.5698 0.7173  -0.288
O 7.3416 -0.6254 0.1767  -0.695
H 9.7021 1.4777 0.4873  0.140
H 9.7619 -0.1883 0.0225  0.256
H 6.1618 1.4760 0.7697  0.214
H 7.5831 2.4657 0.8772  0.160
N 7.8742 -3.1297 2.4878  -0.285
C 9.1727 -3.1829 2.9131  0.510
N 9.9369 -2.1100 2.5292  -0.319
O 9.6221 -4.1034 3.5687  -0.648
H 7.5143 -2.3867 1.9148  0.195
H 7.2782 -3.8966 2.7376  0.188
H 10.9040 -2.1074 2.7928  0.168
H 9.5645 -1.3418 2.0029  0.179
N -4.7635 -3.4477 6.2929  -0.388
C -5.0825 -2.2491 5.7190  0.635
N -4.3689 -1.9232 4.6012  -0.234
O -5.9490 -1.5141 6.1649  -0.660
H -4.0453 -4.0527 5.9410  0.178
H -5.2699 -3.7109 7.1174  0.227
H -4.5891 -1.0423 4.1781  0.159
H -3.6590 -2.5052 4.1969  0.171

- HOMO-LUMO gap: 8.871 eV
- HOMO energy: -0.320 Ha
- Multiplicity: 1
- Energy: -80040.9717 eV
- Charge: 0
- Largest force on an atom: 0.9 eV/Å